i | ORCA calculation (ωB97M-V/def2-TZVPD) on a cluster of 6 separate species, CH14O5S in total.

**SMILES string**: CS.O.O.O.O.O
**Molecular weight**: 138.19 u
**E_HOMO**: -8.956 eV
**Gap between HOMO and LUMO**: 8.7923 eV

Structure (XYZ):
```
21
Properties=species:S:1:pos:R:3:lowdin_charge:R:1
C -1.8918 0.7601 0.9027 -0.44
S -2.7663 0.4926 -0.7346 0.62
H -1.2027 1.5853 0.7415 -0.01
H -2.6547 0.9504 1.6984 0.03
H -1.3241 -0.1051 1.2849 0.01
H -2.4902 -0.7515 -1.1023 -0.20
H 0.0447 -3.1253 0.2968 0.03
H 0.1799 -1.9417 -0.5309 0.04
O -0.5531 -2.4900 -0.1045 -0.08
H 0.8508 2.4273 -0.7957 -0.03
H 0.1746 2.4608 -2.0533 0.05
O 0.3218 3.0783 -1.2953 -0.09
H 1.6332 -0.8979 -2.8582 0.02
H 0.3351 -1.2272 -2.0441 -0.01
O 0.7879 -1.3168 -2.8788 -0.02
H 2.6582 1.6484 0.1844 0.07
H 1.6126 2.3042 1.1035 0.07
O 1.7810 1.4800 0.6022 -0.08
H 1.5493 -1.4178 2.3917 0.03
H 0.0249 -1.7722 2.6777 0.06
O 0.9290 -2.1417 2.5139 -0.07
```

---

ii | ORCA calculation (ωB97M-V/def2-TZVPD) on a cluster of 6 separate species, CH14O5S in total.

**SMILES string**: CS.O.O.O.O.O
**Molecular weight**: 138.19 u
**E_HOMO**: -8.913 eV
**Gap between HOMO and LUMO**: 9.2122 eV

Structure (XYZ):
```
21
Properties=species:S:1:pos:R:3:lowdin_charge:R:1
C -2.8464 0.2795 1.3603 -0.41
S -1.1497 0.5915 2.0768 0.63
H -3.2347 -0.7208 1.5942 0.04
H -2.8092 0.4873 0.3053 -0.01
H -3.4369 0.9814 1.8660 -0.01
H -1.2579 0.6236 3.3991 -0.19
H 4.6923 0.8593 0.2934 0.04
H 3.2868 0.4363 0.0524 -0.04
O 4.0429 0.2035 0.5588 -0.05
H 1.0865 -2.2826 -0.2886 0.08
H 2.2773 -1.5680 0.3263 0.01
O 1.7019 -1.4930 -0.3938 -0.05
H 1.5439 1.8365 -0.9549 0.03
H 0.9170 0.5287 -1.2060 0.09
O 1.4684 1.0265 -0.4944 -0.09
H -1.4756 0.3357 -0.9964 -0.03
H -0.8654 1.6825 -0.7580 -0.02
O -1.5304 1.2446 -1.2271 -0.04
H -1.0703 -1.4072 -2.4661 0.04
H -0.1907 -1.8262 -1.4304 0.01
O -1.1499 -1.8192 -1.6169 -0.03
```

---

Q: Which of them is the least stable? A: ii.

---

i | ORCA calculation (ωB97M-V/def2-TZVPD) on the ion C17H28NO2 with charge +1.

**SMILES string**: CCC[NH+](CCC)C1Cc2cc(OC)c(OC)cc2C1
**Total charge**: +1
**Molecular weight**: 278.42 u
**E_HOMO**: -10.570 eV
**Gap between HOMO and LUMO**: 8.3789 eV

Structure (XYZ):
```
48
Properties=species:S:1:pos:R:3:lowdin_charge:R:1
C 5.1424 0.2864 -0.4283 -0.08
H 4.5521 1.0966 -0.8551 0.07
H 6.0533 0.7278 -0.0351 0.09
H 5.4229 -0.3992 -1.2245 0.09
C 4.4063 -0.4489 0.6873 -0.21
C 3.1982 -1.2321 0.1809 -0.13
H 2.7624 -1.8257 0.9855 0.13
H 3.5269 -1.9148 -0.6062 0.14
N 2.1440 -0.3477 -0.3845 -0.06
H 2.6429 0.3152 -0.9905 0.16
C 1.4508 0.4732 0.6568 -0.12
C 1.7840 1.9592 0.5591 -0.22
C 0.9627 2.7433 1.5771 -0.08
H 1.1788 2.4086 2.5883 0.08
H 1.1976 3.8012 1.5117 0.08
H -0.1003 2.6165 1.3891 0.08
H 1.5467 2.3293 -0.4405 0.11
H 2.8455 2.1322 0.7455 0.11
H 0.3737 0.3496 0.5384 0.12
H 1.7274 0.0986 1.6430 0.14
C 1.2005 -1.0956 -1.2867 -0.21
H 1.8311 -1.6904 -1.9513 0.15
C 0.3254 -0.1150 -2.0889 -0.05
C -0.9958 -0.1266 -1.3714 -0.20
C -2.0642 0.7307 -1.5088 0.07
C -3.2259 0.5375 -0.7586 -0.18
C -3.2929 -0.5514 0.1444 -0.18
C -2.1996 -1.4058 0.2687 0.05
C -1.0613 -1.1891 -0.4833 -0.21
C 0.2193 -1.9808 -0.4977 -0.05
H 0.5750 -2.2208 0.5039 0.12
H 0.0713 -2.9255 -1.0251 0.14
H -2.2344 -2.2382 0.9517 0.12
O -4.4351 -0.7058 0.8701 -0.10
C -4.5752 -1.8290 1.7084 -0.06
H -5.5799 -1.7558 2.1208 0.10
H -4.4822 -2.7638 1.1480 0.10
H -3.8494 -1.8143 2.5274 0.10
O -4.1754 1.4701 -0.9882 -0.06
C -5.4873 1.3669 -0.4697 -0.06
H -5.5002 1.4469 0.6181 0.10
H -5.9670 0.4353 -0.7735 0.10
H -6.0241 2.2096 -0.9036 0.10
H -2.0437 1.5625 -2.1934 0.13
H 0.7605 0.8820 -2.1639 0.12
H 0.1937 -0.4867 -3.1073 0.14
H 5.0873 -1.1686 1.1427 0.13
H 4.1118 0.2522 1.4688 0.11
```

---

ii | ORCA calculation (ωB97M-V/def2-TZVPD) on the ion C17H28NO2 with charge +1.

**SMILES string**: CC[C@@H](OC[C@@H](O)C[NH+]1CCCCC1)c1ccccc1
**Total charge**: +1
**Molecular weight**: 278.42 u
**E_HOMO**: -11.980 eV
**Gap between HOMO and LUMO**: 9.7423 eV

Structure (XYZ):
```
48
Properties=species:S:1:pos:R:3:lowdin_charge:R:1
C 1.6458 -2.8832 -2.0048 -0.15
C 0.6513 -3.1037 -1.0309 -0.16
H 1.1652 -3.7825 -0.2631 0.14
H -0.1326 -3.6430 -1.3442 0.07
C 0.1921 -1.5938 -0.3629 -0.37
C -0.6705 -0.9574 -1.2485 -0.32
C -2.1204 -1.1940 -1.3537 0.04
C -2.5605 -0.5426 -2.5283 -0.08
C -1.9204 0.3843 -3.2760 -0.20
C -0.7058 0.6518 -3.1297 -0.04
C 0.1039 -0.2738 -2.0825 -0.01
H 1.2452 0.0399 -1.9524 0.17
H -0.1489 1.5366 -3.7690 0.17
H -2.5858 0.8097 -4.0497 0.14
H -3.6249 -0.7026 -2.6813 0.11
H -2.5683 -2.0034 -0.7870 0.12
H -0.6609 -1.9624 0.5325 0.20
O 1.0873 -0.9169 0.3168 -0.14
C 1.8309 -1.4452 1.3065 -0.05
C 1.0611 -0.8014 2.7514 -0.25
O 1.7859 -1.1276 3.8705 0.08
H 2.6094 -1.2002 4.0265 0.01
H 0.0754 -1.1572 2.7523 0.12
C 1.1106 0.7219 2.7111 -0.06
N 0.6840 1.2773 1.3210 0.02
C -1.0381 1.4480 1.6859 0.01
C -1.8872 2.0521 0.5452 -0.18
C -1.2368 3.0615 -0.0749 -0.29
C 0.1183 3.0801 -0.1823 -0.25
C 0.8556 2.6546 0.9482 -0.19
H 2.0807 2.4473 0.6770 0.21
H 0.9374 3.4593 1.7120 0.16
H 0.5729 3.9867 -0.6662 0.17
H 0.3257 2.4758 -1.0787 0.13
H -1.8517 3.5216 -0.8881 0.18
H -1.4544 3.7972 0.6712 0.14
H -2.7357 2.0223 0.7208 0.01
H -1.9583 0.9936 -0.1096 0.18
H -1.3662 0.4727 2.1731 0.14
H -1.1030 2.0826 2.6851 0.16
H 0.3491 0.6398 0.6868 0.08
H 2.1460 0.9686 2.6735 0.11
H 0.8535 1.3013 3.6212 0.16
H 1.7205 -2.3206 1.6148 0.04
H 2.9611 -1.0631 1.4248 0.19
H 2.0735 -3.7425 -2.4712 0.07
H 2.4417 -2.1450 -1.6791 0.10
H 1.1316 -2.2467 -2.9358 0.14
```

---

Q: Which of them is the least stable? A: ii.